[1]
Entry from the OMol25 dataset: an isolated molecule of C9H12O3S at a distorted geometry (wB97M-V/def2-TZVPD).

Total charge   0
Lowest unoccupied orbital energy (spin up / spin down)   -0.863 / -0.863 eV
Gap between HOMO and LUMO (spin up / spin down)   7.505 / 7.504 eV
HOMO level (spin up / spin down)   -8.4 / -8.4 eV
Electronic energy   -973.93343 Ha
Relative energy (zero: lowest compared OMol25 entry of this formula, charge and spin)   262.8 kJ/mol

Each line ends with the Löwdin charge.
Geometry (Å):
C 0.289 0.205 -0.814  -0.3019
C -0.625 1.034 -0.288  -0.2244
C 1.308 -0.386 -0.011  -0.3852
C 0.758 0.964 1.898  -0.3410
C -0.477 1.563 1.142  -0.0379
C 0.917 -0.463 1.493  -0.2837
C 0.215 -0.160 -2.311  -0.0342
C -1.746 1.671 -0.997  -0.0500
C -0.490 -2.253 0.846  -0.0193
O 1.502 1.613 2.550  0.1502
O 3.419 -1.823 0.350  -0.5586
O -0.377 -0.986 1.641  -0.1366
S 2.596 -1.251 -0.698  0.9976
H -0.283 2.645 1.080  0.1295
H -1.475 1.505 1.733  0.1610
H 1.792 -1.106 1.905  0.1730
H 0.768 -1.037 -2.481  0.0215
H 0.565 0.634 -2.964  0.0884
H -0.891 -0.236 -2.454  0.0871
H -1.294 2.364 -1.660  0.0809
H -2.430 2.329 -0.437  0.0916
H -2.413 0.992 -1.589  0.1031
H -1.500 -2.572 0.903  0.0651
H 0.143 -3.103 1.395  0.1438
H -0.270 -2.142 -0.233  0.0800

[2]
Entry from the OMol25 dataset: a cluster of 2 separate species, C4H9N2 in total at a distorted geometry (wB97M-V/def2-TZVPD).

Total charge   +1
Lowest unoccupied orbital energy   -4.001 eV
Gap between HOMO and LUMO   10.729 eV
HOMO level   -14.7 eV
Electronic energy   -266.97125 Ha
Relative energy (zero: lowest compared OMol25 entry of this formula, charge and spin)   336.2 kJ/mol

Each line ends with the Löwdin charge.
Geometry (Å):
C 2.492 -0.128 0.003  -0.0658
C 1.435 -0.950 0.738  0.0817
C 1.278 0.709 -0.555  -0.1297
C -3.163 -0.110 -0.320  0.0371
N -2.097 0.265 0.296  0.0401
N 0.483 -0.138 0.259  0.0224
H 2.994 -0.791 -0.696  0.1250
H 1.426 -1.900 1.279  0.1477
H 1.035 1.852 -0.248  0.1822
H 1.065 0.679 -1.580  0.1029
H -4.178 0.198 -0.274  0.0843
H -3.125 -0.950 -0.918  0.0601
H 3.090 0.365 0.736  0.1126
H -2.042 0.998 1.024  0.1111
H -0.691 -0.103 0.258  0.0882

[3]
Entry from the OMol25 dataset: a structure of composition C4H3CuLi2O2 at a distorted geometry (wB97M-V/def2-TZVPD).

Total charge   +1
Lowest unoccupied orbital energy (spin up / spin down)   -4.742 / -5.102 eV
Gap between HOMO and LUMO (spin up / spin down)   6.761 / 6.602 eV
HOMO level (spin up / spin down)   -11.5 / -11.7 eV
Expectation value of S²   0.7721
Electronic energy   -1959.83907 Ha
Relative energy (zero: lowest compared OMol25 entry of this formula, charge and spin)   202.4 kJ/mol
Spin multiplicity   2

Each line ends with the Löwdin spin population.
Geometry (Å):
C 0.673 0.804 -0.351  0.0017
O 1.517 1.158 0.512  0.0253
Li 2.825 0.447 -2.574  0.0137
Li 0.224 1.144 2.108  0.0009
H -0.795 0.739 -1.433  -0.0035
C -0.800 0.814 -0.233  0.0459
C -1.043 -0.107 0.968  0.4078
C -0.873 -1.437 0.772  0.1511
O -0.553 -2.050 -0.436  0.2810
Cu 1.053 -1.179 -0.838  0.0642
H -1.205 1.827 -0.081  0.0077
H -1.021 -2.160 1.587  0.0041

[4]
Entry from the OMol25 dataset: an isolated molecule of C5H12N2 at a distorted geometry (wB97M-V/def2-TZVPD).

Total charge   0
Lowest unoccupied orbital energy   0.950 eV
Gap between HOMO and LUMO   9.672 eV
HOMO level   -8.7 eV
Electronic energy   -307.16142 Ha
Relative energy (zero: lowest compared OMol25 entry of this formula, charge and spin)   178.3 kJ/mol
Structure (SMILES)   CCCC/N=C\N

Each line ends with the Löwdin charge.
Geometry (Å):
C -1.215 2.242 -1.999  -0.1407
C -1.755 1.048 -1.198  -0.2518
C -0.970 0.858 0.136  -0.2035
C -0.391 -0.506 0.373  -0.2481
N 2.273 -1.830 0.338  0.0721
C 1.559 -1.398 1.434  -0.3298
N 0.595 -0.551 1.511  0.0149
H -0.182 2.689 -1.967  0.0808
H -1.535 2.169 -3.052  0.0651
H -1.704 3.134 -1.522  0.0767
H -2.816 1.252 -1.012  0.1023
H -1.649 0.148 -1.792  0.0888
H -1.569 1.093 1.005  0.1065
H -0.154 1.564 0.000  0.0980
H 0.096 -0.934 -0.487  0.0788
H -1.094 -1.288 0.742  0.1271
H 1.586 -2.217 -0.313  0.0812
H 3.070 -2.430 0.465  0.0794
H 1.910 -1.689 2.421  0.1021

[5]
Entry from the OMol25 dataset: a cluster of 2 separate species, C6H14N2O in total at a distorted geometry (wB97M-V/def2-TZVPD).

Total charge   0
Lowest unoccupied orbital energy   0.614 eV
Gap between HOMO and LUMO   8.402 eV
HOMO level   -7.8 eV
Electronic energy   -421.59518 Ha
Relative energy (zero: lowest compared OMol25 entry of this formula, charge and spin)   538.5 kJ/mol
Structure (SMILES)   C=C(CC)ON.C=CN

Each line ends with the Löwdin charge.
Geometry (Å):
C -0.751 -1.111 1.448  -0.2107
C 0.536 -1.918 1.272  -0.0933
C -0.995 -0.167 0.301  -0.2854
C -2.175 -0.053 -0.298  0.0735
H -1.610 -1.777 1.557  0.1121
H -0.691 -0.552 2.389  0.1084
H 0.271 -0.535 -1.229  0.1102
H 0.727 -2.533 2.151  0.0712
H 1.382 -1.255 1.098  0.0629
H 0.446 -2.576 0.407  0.0788
H -2.973 -0.758 -0.123  0.0706
H -2.380 0.744 -0.995  0.0653
C 1.050 0.186 -1.757  -0.3368
N -0.162 2.100 1.328  0.0288
N 0.366 1.034 -2.595  0.0466
C 2.313 0.277 -1.381  -0.0304
O -0.111 1.133 0.331  -0.2569
H 0.127 1.700 2.220  0.0753
H -1.105 2.475 1.391  0.0809
H -0.637 0.926 -2.567  0.0608
H 0.647 2.002 -2.523  0.0925
H 2.966 1.062 -1.744  0.0473
H 2.760 -0.403 -0.679  0.0283

[6]
Entry from the OMol25 dataset: a structure of composition C17H24O6PtS3 at a distorted geometry (wB97M-V/def2-TZVPD).

Total charge   0
Lowest unoccupied orbital energy (spin up / spin down)   -1.106 / -1.216 eV
Gap between HOMO and LUMO (spin up / spin down)   7.037 / 7.036 eV
HOMO level (spin up / spin down)   -8.1 / -8.3 eV
Electronic energy   -2427.49923 Ha
Relative energy (zero: lowest compared OMol25 entry of this formula, charge and spin)   216.5 kJ/mol

Each line ends with the Löwdin charge.
Geometry (Å):
Pt -0.267 0.593 -0.671  0.9600
C -0.070 -3.104 -3.110  -0.5237
C -0.932 -3.413 -1.883  -0.4859
S -1.054 -2.113 -0.604  0.9054
C -2.770 -1.579 -0.712  -0.5228
C -3.105 -0.833 -1.984  -0.4829
S -2.236 0.765 -2.104  0.9423
C -1.394 0.642 -3.721  -0.4755
C -0.271 -0.384 -3.846  -0.5162
S -0.844 -2.035 -4.356  0.8783
H 0.126 -4.039 -3.634  0.0691
H 0.890 -2.673 -2.825  0.0820
H -0.494 -4.260 -1.353  0.0707
H -1.945 -3.684 -2.183  0.0777
H -2.895 -0.940 0.163  0.0733
H -3.420 -2.447 -0.596  0.0868
H -4.173 -0.610 -2.006  0.0845
H -2.843 -1.410 -2.865  0.0274
H -0.988 1.644 -3.845  0.0716
H -2.179 0.477 -4.461  0.0850
H 0.236 -0.499 -2.899  0.0261
H 0.456 -0.039 -4.579  0.0818
C -0.676 3.695 0.941  -0.0070
C 0.606 3.510 0.140  -0.5279
C 1.568 4.660 0.365  -0.0122
O 1.240 2.256 0.483  -0.0686
C 0.238 3.416 -1.348  -0.5556
O 0.092 4.432 -1.994  0.0946
O 0.100 2.213 -1.868  -0.2371
H -0.446 3.761 2.009  0.0952
H -1.347 2.849 0.795  0.0740
H -1.185 4.608 0.631  0.1017
H 1.770 4.781 1.434  0.0908
H 1.141 5.579 -0.033  0.0916
H 2.510 4.462 -0.151  0.0984
H 1.239 2.159 1.442  0.1064
O 3.258 -2.028 1.899  0.0764
C 2.426 -1.852 2.939  -0.2617
C 2.801 -2.382 4.174  -0.0116
C 1.991 -2.209 5.278  -0.0789
C 0.787 -1.508 5.182  -0.0912
C 0.403 -1.001 3.958  -0.0234
C 1.207 -1.166 2.827  -0.0761
C 0.771 -0.617 1.523  -0.6316
O 1.540 -0.654 0.519  -0.0822
O -0.400 -0.100 1.418  -0.1876
H 2.866 -1.549 1.140  0.0735
H 3.739 -2.920 4.238  0.1184
H 2.299 -2.623 6.230  0.1039
H 0.163 -1.368 6.056  0.0984
H -0.530 -0.465 3.845  0.1146